Here is 2 unconnected molecules or ions with the total composition C2H13N6 at a distorted geometry from OMol25. Energies are from wB97M-V/def2-TZVPD.

XYZ file:
```
21
C2H13N6, DFT wB97M-V/def2-TZVPD
C -1.07394 -0.61801 -2.29557
C -0.59790 -0.56629 -0.85741
N -1.48774 0.62967 -2.76648
N 0.10739 -1.54081 -0.25532
N -0.81803 0.60921 -0.31978
N 0.45688 -0.51049 2.32024
N 1.03575 0.45936 1.47111
N 1.40512 1.58058 2.30342
H -0.31363 -1.08488 -2.84488
H -1.89155 -1.31203 -2.24153
H -2.13271 0.71669 -3.49934
H -0.80591 1.39089 -2.71998
H 0.18263 -1.72321 0.77419
H 1.81314 -0.06652 0.89227
H -0.00184 0.74678 0.49570
H -1.26300 1.29475 -0.93239
H 1.18958 -0.76747 3.01420
H -0.29717 -0.04316 2.79519
H 0.44289 -2.37459 -0.74225
H 1.62874 2.40116 1.63694
H 2.31258 1.46503 2.80840
```

Calculated values
- E_LUMO (eV) = -2.739
- frontier orbital gap (eV) = 10.591
- ΔE to the lowest compared entry with this formula, charge and spin (kcal per mole) = 63.1
- largest force on an atom (hartree/bohr) = 0.06219
- net charge = +1